74
Properties=species:S:1:pos:R:3:forces:R:3:lowdin_charge:R:1 method="wB97M-V/def2-TZVPD" orbital_gap_ha="0.220 / 0.269" energy_ev=-155789.5254 homo_ev="-1.900 / -3.252" charge=-2 multiplicity=2 lumo_energy_ha="0.1499 / 0.1499" relative_energy_ev=0.000
Hg 0.252 -2.198 -1.201 -0.03 -0.04 -0.21 0.97
C -0.880 5.691 0.696 0.00 0.00 0.00 -0.12
C -1.820 5.169 -0.181 0.00 0.00 0.00 -0.11
C -1.766 3.829 -0.549 0.00 0.00 0.00 -0.10
C -0.774 3.000 -0.038 0.05 -0.03 0.07 -0.36
C 0.160 3.526 0.855 -0.01 0.00 -0.01 -0.12
C 0.111 4.866 1.211 0.00 0.00 0.00 -0.10
As -0.607 1.077 -0.471 -0.02 0.09 0.05 1.28
C 0.786 1.311 -1.815 0.01 -0.02 -0.02 -0.35
C 2.141 1.495 -1.586 -0.01 0.01 -0.02 -0.10
C 3.001 1.614 -2.671 -0.01 0.00 0.00 -0.09
C 2.507 1.535 -3.968 0.00 0.00 0.01 -0.10
C 1.152 1.345 -4.196 0.00 0.00 -0.01 -0.04
C 0.279 1.236 -3.118 -0.03 -0.01 0.01 -0.21
C -1.183 1.040 -3.203 0.03 0.00 0.00 -0.20
C -1.915 0.864 -4.371 -0.02 -0.01 -0.01 -0.03
C -3.283 0.653 -4.302 0.01 0.00 0.00 -0.09
C -3.931 0.625 -3.073 0.01 0.01 0.00 -0.08
C -3.205 0.798 -1.904 -0.02 -0.01 0.02 -0.11
C -1.838 1.004 -1.969 0.04 -0.05 -0.02 -0.36
H -0.920 6.737 0.978 0.00 0.00 0.00 0.09
H -2.598 5.806 -0.587 0.00 0.00 0.00 0.09
H -2.497 3.433 -1.244 0.00 0.00 0.00 0.09
H 0.931 2.882 1.269 0.00 0.00 0.01 0.05
H 0.851 5.263 1.896 0.00 0.00 0.00 0.10
H 2.524 1.528 -0.573 0.00 -0.01 0.00 0.06
H 4.061 1.756 -2.499 0.00 0.00 0.00 0.10
H 3.186 1.617 -4.810 0.00 0.00 0.00 0.09
H 0.778 1.279 -5.211 0.00 0.00 0.00 0.10
H -1.419 0.856 -5.334 0.00 0.00 0.00 0.10
H -3.846 0.478 -5.210 0.00 0.00 0.00 0.10
H -4.996 0.431 -3.026 0.00 0.00 0.00 0.10
H -3.703 0.745 -0.942 0.01 -0.02 -0.01 0.09
C -1.240 -2.033 2.009 -0.08 0.01 0.07 -0.05
C -2.597 -1.710 1.458 -0.01 -0.03 0.01 -0.20
C -3.401 -0.734 2.023 -0.01 -0.01 0.01 -0.08
C -4.658 -0.466 1.497 0.01 -0.01 0.02 -0.69
Cl -5.654 0.770 2.242 0.00 -0.01 0.00 0.60
C -5.126 -1.147 0.395 0.02 -0.01 -0.03 -0.13
C -4.326 -2.117 -0.201 0.04 0.04 0.01 0.00
C -3.075 -2.407 0.334 -0.01 0.05 -0.02 -0.23
O -2.240 -3.353 -0.155 -0.12 -0.04 0.00 -0.11
C -2.649 -4.042 -1.340 -0.03 0.08 0.03 -0.11
C -2.711 -3.127 -2.587 0.03 -0.15 -0.02 -0.71
O -3.623 -3.368 -3.394 0.05 0.02 0.06 -0.04
O -1.805 -2.259 -2.659 0.04 0.13 -0.08 -0.15
H -1.042 -1.468 2.919 0.01 0.02 -0.02 0.08
H -0.459 -1.782 1.288 0.03 0.05 0.06 -0.01
H -1.148 -3.100 2.215 0.01 -0.02 -0.01 0.09
H -3.045 -0.179 2.881 0.00 0.00 -0.01 0.11
H -6.096 -0.910 -0.021 -0.01 0.00 0.00 0.10
H -4.667 -2.599 -1.106 -0.02 -0.06 0.00 0.11
H -3.612 -4.533 -1.187 -0.03 0.02 0.05 0.12
H -1.881 -4.799 -1.497 -0.05 0.00 -0.01 0.11
F 0.677 -5.165 -2.002 0.01 -0.07 -0.06 -0.01
C 0.852 -4.387 -0.891 -0.05 0.07 0.10 -0.67
F 2.153 -4.570 -0.536 0.06 -0.03 -0.01 -0.01
F 0.130 -5.016 0.088 0.09 -0.02 -0.02 0.00
O 6.737 1.769 2.182 0.00 0.00 -0.02 -0.33
S 5.628 1.711 3.104 -0.01 0.01 0.03 0.60
O 5.648 2.665 4.188 0.01 0.01 0.00 -0.34
N 4.200 1.720 2.331 -0.01 0.01 0.03 -0.12
C 3.526 0.596 2.506 0.01 0.00 -0.06 -0.86
S 2.008 0.243 1.891 -0.01 0.03 0.05 0.59
C 4.265 -0.419 3.342 0.00 0.00 0.00 -0.24
C 3.873 -1.701 3.692 0.00 0.00 0.00 -0.04
C 4.733 -2.460 4.474 0.00 0.00 0.00 -0.08
C 5.960 -1.951 4.897 0.00 -0.01 0.00 -0.10
C 6.353 -0.667 4.541 0.00 0.01 0.00 -0.05
C 5.483 0.070 3.763 -0.01 0.00 -0.01 -0.23
H 2.920 -2.077 3.344 -0.01 0.00 0.00 0.09
H 4.450 -3.467 4.756 0.00 0.00 0.00 0.10
H 6.614 -2.565 5.505 0.00 0.00 0.00 0.09
H 7.305 -0.258 4.856 0.00 0.00 0.00 0.11